No. 1
One molecule with the formula C5H9NO at a distorted geometry. Source: the Open Molecules 2025 dataset; level of theory: ωB97M-V/def2-TZVPD.

Geometry as XYZ:
```
16
Properties=species:S:1:pos:R:3:mulliken_charge:R:1
C 0.889 -0.150 1.228 0.143
H -0.311 1.620 0.504 0.303
N -1.298 -0.414 -1.042 -0.560
H -0.349 -0.396 -2.975 0.243
H -0.439 0.382 2.517 0.338
H 1.398 1.666 0.041 0.232
H -0.774 1.218 -2.211 0.223
C 0.142 -0.105 -0.755 0.371
O 0.444 -0.010 2.548 -0.566
H -1.864 0.217 -0.496 0.247
C 0.552 0.988 0.237 -0.990
C 0.234 -1.216 0.344 -0.596
H 0.696 -2.163 0.096 0.307
H -0.762 -1.452 0.785 0.201
C -0.514 0.170 -2.067 -0.269
H 1.956 -0.353 1.246 0.372
```

## Properties
HOMO-LUMO gap	0.3629	Eh
E	-325.77127	Ha
maximum force	1.9	eV/A
SMILES string	O[C@H]1C[C@]2(CN2)C1
energy above the lowest of the compared OMol25 structures with the same formula, charge and spin	436.6	kJ/mol

---

No. 2
One molecule with the formula C6H12BrNO4 at a distorted geometry. Source: the Open Molecules 2025 dataset; level of theory: ωB97M-V/def2-TZVPD.

Geometry as XYZ:
```
24
Properties=species:S:1:pos:R:3:mulliken_charge:R:1
O 2.465 2.661 -0.993 -0.681
C 0.743 0.449 -0.469 0.091
O -0.492 0.326 0.197 -0.287
H -1.149 2.120 -0.550 0.323
H -0.405 -3.419 0.065 0.439
H 0.836 -1.445 0.930 0.287
C -0.307 -2.554 -0.462 -1.077
H -2.956 2.181 1.216 0.452
H -0.591 2.093 1.177 0.377
C -2.587 1.324 0.810 -1.263
Br 4.176 -0.479 0.830 -0.102
H 0.648 1.198 -1.284 0.554
H 4.786 1.274 -0.761 0.391
N 2.710 1.670 -0.320 0.647
O 1.232 -0.672 -0.907 -0.373
H -3.093 0.825 -0.060 0.283
H 2.056 -2.386 -0.161 0.304
C 1.040 -1.833 -0.119 -0.194
O 1.633 1.057 0.407 -0.354
H -1.109 -1.903 -0.129 0.197
H -2.674 0.447 1.466 0.306
C 3.817 1.031 -0.289 -0.251
C -1.132 1.662 0.414 -0.314
H -0.480 -2.821 -1.582 0.243
```

## Properties
HOMO-LUMO gap (spin up / spin down)	0.3569 / 0.3569	Eh
E	-3165.34665	Ha
maximum force	4.7	eV/A
SMILES string	CCOC(OCC)O/[N+]([O-])=C\Br
energy above the lowest of the compared OMol25 structures with the same formula, charge and spin	64.3	kJ/mol

---

No. 3
One molecule with the formula C3H5N3. Source: the Open Molecules 2025 dataset; level of theory: ωB97M-V/def2-TZVPD.

Geometry as XYZ:
```
11
Properties=species:S:1:pos:R:3:mulliken_charge:R:1
H -0.559 -1.016 -1.506 0.254
C 0.743 -0.264 0.572 0.627
C -1.238 -0.154 -1.513 -0.218
H -0.917 0.826 1.376 0.272
N 2.072 -0.421 1.049 -0.478
H 0.220 1.753 0.404 0.271
N -1.251 0.773 -0.652 -0.418
N 1.138 -1.361 0.155 -0.445
H -1.960 -0.099 -2.330 0.262
H 2.067 -0.833 1.987 0.246
C -0.315 0.796 0.457 -0.373
```

## Properties
HOMO-LUMO gap	0.3917	Eh
E	-281.44531	Ha
maximum force	0.4	eV/A
SMILES string	C=NCC1=NN1
energy above the lowest of the compared OMol25 structures with the same formula, charge and spin	380.0	kJ/mol

---

No. 4
C26H55NO3P2Pt as an isolated structure at a distorted geometry. Source: the Open Molecules 2025 dataset; level of theory: ωB97M-V/def2-TZVPD.

Geometry as XYZ:
```
88
Properties=species:S:1:pos:R:3:mulliken_charge:R:1
H -4.782 1.712 -1.477 0.360
C 1.435 -0.519 3.564 -2.367
H 2.830 2.473 -0.574 0.297
C 0.764 -1.696 -1.069 0.004
H -3.369 -0.472 -4.311 0.342
H 0.164 -0.317 -3.236 0.333
H 4.055 1.034 -1.244 0.341
N -3.016 0.269 4.647 0.194
C -3.117 -1.373 -3.734 -1.559
H 0.434 -0.794 6.693 0.412
C -3.851 -0.012 0.715 -1.281
H -3.967 1.058 0.500 0.402
C 2.538 -0.839 2.585 0.724
C 3.717 -0.009 -1.296 -1.497
C -0.374 -0.222 6.208 -0.225
H -0.515 -1.920 4.864 0.387
C -1.840 -1.195 -2.904 0.432
C 3.607 -0.635 0.089 0.820
H 3.284 -1.682 -0.018 0.561
C 2.429 2.375 2.873 -1.478
H -3.667 -2.914 -1.094 0.316
O 1.124 -2.709 -1.499 -0.233
H 3.739 -2.695 2.298 0.302
C -0.655 -0.795 -3.791 -1.544
H 0.546 -1.124 3.352 0.261
H -0.247 -1.709 -4.248 0.428
H -4.378 1.041 6.017 0.436
H -3.124 -0.138 1.534 -0.273
H 2.087 -2.772 1.635 0.312
H 3.487 -0.419 2.968 0.891
H 1.345 2.572 2.876 0.266
C -4.192 1.548 -2.387 -1.468
H -1.000 -1.272 0.622 -0.546
C -1.895 2.077 -3.289 -1.662
H -2.299 -2.631 0.004 0.307
H -3.985 -1.678 -3.135 0.396
C -1.955 -0.475 4.236 0.173
C -2.380 1.274 6.831 -0.446
Pt 0.083 -0.075 -0.165 1.788
C 2.887 1.800 1.527 0.696
H -0.536 1.062 7.901 0.412
H 2.364 -2.817 3.393 0.442
H 3.286 3.706 0.624 0.439
H -3.963 -2.576 0.619 0.438
H 3.970 1.601 1.597 0.445
O -1.634 -0.488 3.036 -0.423
C 4.959 -0.619 0.828 -1.566
H -1.610 -2.170 -2.445 0.515
C -1.201 0.441 7.296 -1.034
P 2.209 0.117 1.029 -0.237
H -2.501 2.202 -1.232 0.406
H -0.318 -1.196 1.156 0.324
H 2.689 1.741 3.729 0.388
H 5.550 -1.471 0.462 0.446
H 4.463 -0.577 -1.870 0.437
C -1.177 -1.188 5.335 -0.993
H -3.456 0.838 3.937 0.379
H -2.016 3.171 -3.305 0.526
H -0.820 1.870 -3.244 0.313
H -3.580 -0.489 6.482 0.351
C -0.631 1.359 0.868 0.645
H -2.045 2.126 6.220 0.324
C 2.704 -2.363 2.450 -1.479
H -2.293 1.701 -4.244 0.322
H -4.822 -0.388 1.069 0.592
H -4.410 2.380 -3.073 0.434
H 4.900 -0.743 1.915 0.394
H 1.104 0.525 3.530 0.062
H 1.592 3.197 0.485 0.362
O -1.063 2.199 1.531 -0.376
H 2.933 3.341 3.030 0.476
H 1.789 -0.717 4.584 0.675
P -1.998 -0.089 -1.425 -0.575
H -4.546 0.630 -2.876 0.319
H -2.932 -2.180 -4.460 0.457
H -0.960 -0.127 -4.609 0.398
H -1.874 -1.780 5.945 0.640
H 5.515 0.306 0.620 0.461
C -3.426 0.492 6.017 -0.661
C -3.322 -2.319 -0.236 -1.299
H -4.277 -0.698 -1.257 0.794
C -2.678 1.530 -2.089 0.917
C 2.631 2.841 0.438 -1.388
H -2.866 1.695 7.725 0.380
H -1.567 -0.357 7.949 0.420
C -3.453 -0.817 -0.532 0.625
H 0.119 0.538 5.582 0.164
H 2.769 -0.050 -1.846 0.312
```

## Properties
HOMO-LUMO gap (spin up / spin down)	0.2075 / 0.1490	Eh
E	-2104.39095	Ha
maximum force	8.0	eV/A
2S+1	5
charge	+4
energy above the lowest of the compared OMol25 structures with the same formula, charge and spin	0.0	kJ/mol

---

No. 5
One molecule with the formula C23H18FN3O2S3 at a distorted geometry. Source: the Open Molecules 2025 dataset; level of theory: ωB97M-V/def2-TZVPD.

Geometry as XYZ:
```
50
Properties=species:S:1:pos:R:3:mulliken_charge:R:1
C 1.814 -6.309 -4.568 -0.407
C -0.489 3.459 2.822 0.866
H -0.568 7.705 4.618 0.434
C 0.974 -7.387 -4.925 -0.552
F -2.300 2.249 0.211 -0.319
C 1.462 4.850 2.478 -0.506
S 1.169 -3.462 0.443 -0.433
C -0.442 -5.827 -6.165 -0.648
N 0.917 5.890 3.149 -0.672
H 1.516 -0.997 1.541 0.498
C -0.291 5.719 3.669 0.031
H 0.108 -3.768 -6.050 0.418
H -1.200 0.415 -1.401 0.374
H 1.845 -4.253 -1.803 0.258
C -1.015 6.726 4.424 -0.631
C 1.170 -2.585 -0.935 0.133
C 0.729 -0.350 1.290 -0.217
H 1.207 -8.397 -4.632 0.380
C -1.002 4.536 3.503 0.432
C -0.175 -7.124 -5.710 -0.327
H -2.635 5.988 7.725 0.301
H 2.685 -6.451 -3.974 0.385
C 0.378 -4.760 -5.742 -0.224
C -0.778 1.389 1.837 0.108
O -1.246 2.329 2.712 -0.483
C 1.526 -2.989 -3.404 0.883
H 2.468 -3.134 -5.276 0.326
H -4.155 5.386 7.103 0.258
C 0.220 -0.447 -0.014 0.504
C 1.488 -4.993 -4.931 0.612
S -3.319 7.288 5.765 -0.063
C -0.772 0.425 -0.394 -0.531
C 0.773 3.638 2.274 -0.330
H 3.255 -4.104 -4.030 0.459
C 2.276 -3.802 -4.441 -1.308
S -2.565 4.606 4.297 -0.221
H 0.542 0.504 3.284 0.444
N 0.727 -1.266 -1.014 -0.180
H -4.104 6.892 8.047 0.329
H -1.347 -5.667 -6.756 0.349
H 2.471 4.999 2.070 0.367
H 1.299 2.856 1.722 0.354
N 1.586 -3.303 -2.049 -0.160
C -1.277 1.402 0.516 0.205
C -3.574 6.310 7.320 -0.828
C 0.189 0.469 2.265 -0.776
H 0.534 -1.044 -1.989 0.298
H -0.839 -7.964 -5.915 0.353
O 1.029 -1.918 -3.761 -0.706
C -2.265 6.271 4.793 0.162
```

## Properties
HOMO-LUMO gap	0.3039	Eh
E	-2496.43794	Ha
maximum force	3.6	eV/A
SMILES string	CSc1cc2nccc(Oc3ccc(NC(=S)NC(=O)Cc4ccccc4)cc3F)c2s1
energy above the lowest of the compared OMol25 structures with the same formula, charge and spin	0.0	kJ/mol

---

No. 6
C4H6N2S as an isolated structure at a distorted geometry. Source: the Open Molecules 2025 dataset; level of theory: ωB97M-V/def2-TZVPD.

Geometry as XYZ:
```
13
Properties=species:S:1:pos:R:3:mulliken_charge:R:1
H 1.021 -2.231 0.282 0.386
C -0.875 -1.533 1.133 -0.117
H -0.681 2.600 0.235 0.312
C 0.246 -0.683 -0.773 0.580
N -0.801 0.343 -0.552 -0.420
H -1.166 -1.892 2.087 0.413
N 1.134 -0.644 -1.655 -0.662
C 0.137 -1.674 0.280 -0.712
H 0.850 2.103 -0.671 0.245
C 0.143 1.915 0.146 -0.592
H 1.085 0.288 -2.130 0.284
S -1.850 -0.140 0.688 -0.036
H 0.757 1.549 0.930 0.319
```

## Properties
HOMO-LUMO gap	0.2994	Eh
E	-663.60144	Ha
maximum force	4.4	eV/A
energy above the lowest of the compared OMol25 structures with the same formula, charge and spin	333.7	kJ/mol